A:
Density functional theory data (ωB97M-V/def2-TZVPD) for a structure of composition C6H18FO3S3Sn.

Each line ends with the Löwdin charge.
Geometry (Å):
Sn1 -2.40 -0.82 -1.02  1.5808
F1 -2.51 0.90 -3.06  -0.6291
C1 -1.86 0.25 2.89  -0.2543
S1 -1.12 1.60 1.97  0.8479
O1 -1.39 1.42 0.50  -0.6713
C2 -2.16 2.94 2.60  -0.2249
H1 -1.83 0.56 3.94  0.0666
H2 -1.29 -0.68 2.93  0.0432
H3 -2.84 0.04 2.47  0.0605
H4 -2.01 3.87 2.06  0.0680
H5 -1.78 3.14 3.60  0.0629
H6 -3.18 2.58 2.54  0.0632
C3 0.64 0.60 -4.36  -0.2099
S2 0.97 -0.23 -2.76  0.8557
O2 -0.21 -1.17 -2.66  -0.6733
C4 0.62 1.24 -1.81  -0.2832
H7 1.36 1.41 -4.46  0.0601
H8 -0.37 1.01 -4.40  0.0552
H9 0.80 -0.20 -5.08  0.0550
H10 -0.39 1.57 -2.07  0.0407
H11 1.31 2.06 -2.01  0.0753
H12 0.71 1.03 -0.75  0.0063
C5 2.50 -2.40 -0.32  -0.2372
S3 1.51 -1.31 0.74  0.8485
O3 0.06 -1.53 0.36  -0.7060
C6 1.70 -2.36 2.23  -0.2285
H13 2.80 -1.81 -1.19  0.0222
H14 1.88 -3.23 -0.65  0.0757
H15 3.31 -2.84 0.26  0.0580
H16 2.77 -2.39 2.45  0.0583
H17 1.31 -3.36 2.08  0.0714
H18 1.11 -1.90 3.01  0.0422

Its HOMO energy is -12.41 eV. The calculation puts the HOMO-LUMO gap at 0.28864 hartree. Its molecular weight is 372.12 g/mol. The net charge is +1. As for the spin multiplicity: 1.

---

B:
Density functional theory data (ωB97M-V/def2-TZVPD) for a structure of composition C6H18FO3S3Sn.

Each line ends with the Löwdin charge.
Geometry (Å):
Sn1 -1.78 -2.95 3.74  1.3129
F1 2.85 -5.38 3.96  -0.4317
C1 4.35 0.57 3.70  -0.2206
S1 3.42 1.79 4.75  0.8493
O1 1.98 1.39 4.60  -0.5720
C2 3.90 1.27 6.42  -0.2688
H1 4.35 -0.34 4.30  0.0416
H2 5.38 0.81 3.41  0.0567
H3 3.68 0.27 2.89  0.0490
H4 4.97 1.38 6.57  0.0581
H5 3.57 0.24 6.57  0.0524
H6 3.40 1.76 7.26  0.0559
C3 -5.68 2.13 -1.87  -0.2848
S2 -4.78 3.04 -0.62  0.8354
O2 -4.27 1.98 0.39  -0.6084
C4 -3.30 3.75 -1.56  -0.2216
H7 -6.49 1.52 -1.45  0.0557
H8 -5.06 1.48 -2.49  0.0540
H9 -6.04 2.93 -2.52  0.0473
H10 -3.62 4.64 -2.11  0.0471
H11 -2.84 2.99 -2.19  0.0493
H12 -2.63 4.01 -0.74  0.0424
C5 1.49 -3.75 -3.79  -0.2753
S3 -0.16 -3.08 -3.46  0.8279
O3 -0.04 -1.89 -2.47  -0.6089
C6 -0.45 -2.33 -5.16  -0.2356
H13 2.09 -2.88 -4.10  0.0514
H14 1.53 -4.40 -4.66  0.0572
H15 1.85 -4.23 -2.89  0.0494
H16 0.47 -2.15 -5.71  0.0476
H17 -1.13 -1.48 -5.07  0.0502
H18 -1.00 -3.11 -5.68  0.0369

Its HOMO energy is -10.67 eV. The calculation puts the HOMO-LUMO gap at 0.06585 hartree. Its molecular weight is 372.12 g/mol. The net charge is +1. As for the spin multiplicity: 1.

---

Stability verdict: A, ahead by 0.3517 hartree

---

A:
Density functional theory data (ωB97M-V/def2-TZVPD) for a structure of composition C44H59N4O4PSTi.

Each line ends with the Löwdin charge.
Geometry (Å):
Ti1 0.12 -0.49 -0.07  0.9468
C1 4.01 -0.40 -2.37  -0.0685
O1 3.31 -0.80 -1.20  -0.2261
C2 3.97 -0.39 -0.01  -0.1721
C3 3.23 -0.95 1.17  -0.1278
O2 1.88 -0.44 1.31  -0.2447
C4 1.80 0.68 2.22  -0.1177
C5 0.36 0.90 2.59  -0.1425
O3 -0.39 0.98 1.37  -0.3209
C6 -1.78 1.28 1.60  -0.0092
H1 4.77 -1.14 -2.65  0.1051
H2 4.49 0.57 -2.24  0.0849
H3 3.27 -0.30 -3.17  0.0803
H4 4.02 0.71 0.03  0.1187
H5 4.99 -0.77 0.02  0.1528
H6 3.77 -0.71 2.09  0.1423
H7 3.15 -2.03 1.11  0.1342
H8 2.24 1.56 1.74  0.1237
H9 2.36 0.44 3.12  0.1312
H10 0.25 1.85 3.13  0.1546
H11 -0.05 0.08 3.19  0.1203
H12 -1.85 2.23 2.15  0.1193
H13 -2.24 0.47 2.16  0.0704
H14 -2.24 1.40 0.62  0.0797
N1 0.49 -1.50 -4.87  0.2492
C7 0.12 -1.81 -3.43  -0.2935
C8 -1.40 -1.88 -3.31  -0.0779
C9 -1.89 -2.37 -1.94  -0.3023
N2 -1.83 -1.31 -0.90  0.0256
C10 -1.14 -3.62 -1.51  -0.0941
C11 0.38 -3.50 -1.61  -0.3041
N3 0.93 -2.52 -0.64  0.0347
C12 0.79 -3.10 -3.03  -0.0846
H15 0.31 -0.52 -5.10  0.1200
H16 -0.02 -2.09 -5.54  0.1795
H17 1.48 -1.66 -5.04  0.1735
H18 0.51 -0.95 -2.87  0.0964
H19 -1.77 -2.60 -4.05  0.1432
H20 -1.86 -0.91 -3.56  0.1188
H21 -2.94 -2.64 -2.08  0.1560
H22 -2.38 -1.61 -0.09  0.0822
H23 -2.30 -0.48 -1.25  0.0758
H24 -1.45 -4.45 -2.15  0.1443
H25 -1.43 -3.90 -0.49  0.0873
H26 0.82 -4.48 -1.40  0.1597
H27 1.92 -2.38 -0.82  0.0825
H28 0.84 -2.91 0.30  0.0576
H29 0.49 -3.91 -3.70  0.1458
H30 1.88 -3.02 -3.09  0.1329
N4 0.12 0.73 -1.46  -0.3161
P1 0.33 2.27 -1.82  0.8521
C13 0.66 2.44 -3.59  -0.2698
C14 -0.16 1.70 -4.45  -0.1303
C15 -0.10 1.87 -5.82  -0.0816
C16 0.80 2.78 -6.37  -0.0428
C17 1.59 3.55 -5.52  -0.0345
C18 1.51 3.39 -4.14  -0.0552
C19 -1.17 3.22 -1.58  -0.2898
C20 -2.39 2.55 -1.72  -0.1152
C21 -3.59 3.24 -1.68  -0.0564
C22 -3.58 4.62 -1.51  -0.0420
C23 -2.38 5.30 -1.39  -0.0411
C24 -1.18 4.61 -1.44  -0.0656
C25 1.65 3.05 -0.89  -0.2822
C26 2.98 2.91 -1.29  -0.1041
C27 4.01 3.43 -0.53  -0.0613
C28 3.72 4.10 0.66  -0.0441
C29 2.41 4.23 1.08  -0.0574
C30 1.38 3.71 0.31  -0.0934
H31 -0.91 1.04 -4.01  0.0830
H32 -0.78 1.34 -6.48  0.1165
H33 0.85 2.93 -7.44  0.1225
H34 2.27 4.28 -5.94  0.1235
H35 2.12 4.02 -3.51  0.1096
H36 -2.39 1.48 -1.88  0.0719
H37 -4.53 2.71 -1.79  0.1142
H38 -4.52 5.17 -1.48  0.1210
H39 -2.37 6.37 -1.27  0.1215
H40 -0.25 5.16 -1.37  0.1146
H41 3.22 2.40 -2.22  0.0939
H42 5.04 3.33 -0.86  0.1212
H43 4.53 4.52 1.25  0.1216
H44 2.18 4.77 1.99  0.1209
H45 0.35 3.82 0.64  0.1084
O4 -0.66 -1.82 1.71  -0.5789
S1 -0.99 -3.26 2.10  1.0196
C31 -2.42 -3.22 3.25  -0.2305
C32 -3.27 -1.99 3.12  -0.2885
C33 -4.21 -1.87 2.10  -0.0564
C34 -5.05 -0.77 2.05  -0.0617
C35 -4.97 0.21 3.04  -0.0628
C36 -4.04 0.08 4.06  -0.0627
C37 -3.19 -1.01 4.10  -0.0367
C38 0.33 -3.86 3.20  -0.2578
C39 0.56 -3.11 4.48  -0.2772
C40 -0.05 -3.52 5.66  -0.0460
C41 0.15 -2.81 6.83  -0.0414
C42 0.97 -1.69 6.83  -0.0491
C43 1.61 -1.30 5.67  -0.0591
C44 1.41 -2.01 4.50  -0.0497
H46 -2.03 -3.31 4.26  0.0732
H47 -2.98 -4.13 3.01  0.1133
H48 -4.34 -2.68 1.39  0.1203
H49 -5.80 -0.70 1.28  0.1139
H50 -5.65 1.05 3.02  0.1173
H51 -4.00 0.83 4.85  0.1197
H52 -2.47 -1.11 4.91  0.1239
H53 1.21 -3.84 2.55  0.0934
H54 0.09 -4.91 3.36  0.1171
H55 -0.67 -4.41 5.67  0.1260
H56 -0.32 -3.14 7.75  0.1216
H57 1.14 -1.14 7.75  0.1192
H58 2.29 -0.45 5.68  0.1109
H59 1.94 -1.75 3.59  0.0925

Its HOMO energy (alpha / beta) is -15.48 / -15.71 eV. The calculation puts the HOMO-LUMO gap (alpha / beta) at 0.32545 / 0.33400 hartree. Its molecular weight is 818.89 g/mol. The net charge is +3. As for the spin multiplicity: 2.

---

B:
Density functional theory data (ωB97M-V/def2-TZVPD) for a structure of composition C44H59N4O4PSTi.

Each line ends with the Löwdin charge.
Geometry (Å):
Ti1 -0.57 0.42 -0.15  0.9815
C1 -1.37 2.67 2.70  -0.0462
O1 -1.61 2.62 1.30  -0.2499
C2 -2.96 2.89 0.97  -0.1754
C3 -3.75 1.59 0.87  -0.1257
O2 -2.99 0.61 0.14  -0.2085
C4 -3.33 -0.73 0.54  -0.1529
C5 -2.44 -1.12 1.69  -0.1167
O3 -1.08 -1.13 1.21  -0.3304
C6 -0.56 -2.46 1.01  -0.0320
H1 -1.61 3.66 3.10  0.1096
H2 -1.95 1.92 3.25  0.0975
H3 -0.31 2.47 2.84  0.0601
H4 -3.43 3.54 1.71  0.1454
H5 -2.98 3.42 0.02  0.1251
H6 -3.96 1.21 1.87  0.1352
H7 -4.70 1.76 0.36  0.1485
H8 -4.39 -0.81 0.78  0.1404
H9 -3.12 -1.37 -0.32  0.0969
H10 -2.49 -0.38 2.49  0.1297
H11 -2.71 -2.09 2.09  0.1509
H12 -0.65 -3.02 1.94  0.1168
H13 -1.10 -2.97 0.21  0.0930
H14 0.49 -2.35 0.76  0.0726
N1 2.21 4.88 -2.60  0.2578
C7 1.74 3.99 -1.46  -0.2574
C8 2.35 2.60 -1.55  -0.0825
C9 1.69 1.63 -2.56  -0.2962
N2 1.19 0.44 -1.84  0.0243
C10 0.53 2.28 -3.32  -0.0915
C11 -0.46 2.97 -2.38  -0.2880
N3 -1.22 1.93 -1.65  0.0132
C12 0.22 3.93 -1.37  -0.0607
H15 3.22 4.98 -2.59  0.1827
H16 1.81 5.82 -2.51  0.1818
H17 1.93 4.50 -3.51  0.1532
H18 2.13 4.47 -0.56  0.1421
H19 2.20 2.17 -0.56  0.0749
H20 3.43 2.66 -1.71  0.1386
H21 2.44 1.33 -3.30  0.1512
H22 1.89 0.13 -1.19  0.0513
H23 1.05 -0.31 -2.51  0.0528
H24 0.00 1.51 -3.89  0.1124
H25 0.91 2.98 -4.07  0.1192
H26 -1.16 3.55 -3.00  0.1538
H27 -1.64 1.30 -2.33  0.0616
H28 -1.99 2.37 -1.17  0.0691
H29 0.00 3.56 -0.37  0.1143
H30 -0.20 4.94 -1.44  0.1341
N4 0.87 0.87 0.87  -0.3138
P1 1.96 0.59 1.98  0.8607
C13 1.44 0.82 3.70  -0.3241
C14 0.39 0.02 4.16  -0.1060
C15 -0.05 0.12 5.47  -0.0553
C16 0.56 1.03 6.33  -0.0433
C17 1.60 1.82 5.89  -0.0426
C18 2.05 1.72 4.57  -0.0601
C19 3.37 1.72 1.76  -0.3032
C20 4.68 1.30 1.56  -0.0486
C21 5.69 2.23 1.37  -0.0467
C22 5.40 3.59 1.40  -0.0548
C23 4.09 4.02 1.60  -0.0776
C24 3.08 3.08 1.77  -0.1348
C25 2.69 -1.08 1.98  -0.3019
C26 2.99 -1.70 0.77  -0.1211
C27 3.61 -2.93 0.73  -0.0633
C28 3.95 -3.57 1.92  -0.0440
C29 3.66 -2.96 3.14  -0.0378
C30 3.04 -1.72 3.17  -0.0507
H31 -0.06 -0.69 3.47  0.0979
H32 -0.85 -0.52 5.83  0.1154
H33 0.22 1.10 7.36  0.1201
H34 2.08 2.52 6.56  0.1197
H35 2.87 2.33 4.24  0.1049
H36 4.92 0.24 1.57  0.1100
H37 6.71 1.91 1.23  0.1195
H38 6.19 4.32 1.28  0.1175
H39 3.87 5.08 1.66  0.1133
H40 2.05 3.40 1.95  0.1102
H41 2.73 -1.19 -0.16  0.0822
H42 3.84 -3.40 -0.22  0.1148
H43 4.44 -4.53 1.90  0.1204
H44 3.93 -3.45 4.06  0.1215
H45 2.84 -1.25 4.13  0.1127
O4 -1.27 -1.01 -1.78  -0.6009
S1 -1.46 -1.09 -3.29  1.0278
C31 -2.96 -2.09 -3.71  -0.2298
C32 -4.03 -2.12 -2.67  -0.2893
C33 -4.97 -1.10 -2.56  -0.0386
C34 -6.03 -1.22 -1.68  -0.0651
C35 -6.17 -2.36 -0.90  -0.0657
C36 -5.22 -3.37 -0.98  -0.0555
C37 -4.15 -3.25 -1.86  -0.0354
C38 -0.16 -2.25 -3.94  -0.2420
C39 -0.18 -3.60 -3.32  -0.2884
C40 -0.71 -4.70 -3.99  -0.0431
C41 -0.74 -5.95 -3.38  -0.0437
C42 -0.24 -6.11 -2.10  -0.0488
C43 0.31 -5.02 -1.43  -0.0637
C44 0.34 -3.78 -2.04  -0.0611
H46 -2.62 -3.10 -3.91  0.0761
H47 -3.31 -1.63 -4.63  0.1118
H48 -4.89 -0.22 -3.20  0.1218
H49 -6.78 -0.43 -1.63  0.1167
H50 -7.03 -2.47 -0.25  0.1189
H51 -5.33 -4.27 -0.39  0.1178
H52 -3.44 -4.06 -1.95  0.1222
H53 0.79 -1.74 -3.77  0.0840
H54 -0.36 -2.27 -5.02  0.1134
H55 -1.06 -4.60 -5.01  0.1267
H56 -1.15 -6.80 -3.92  0.1212
H57 -0.25 -7.08 -1.63  0.1190
H58 0.74 -5.15 -0.44  0.1115
H59 0.80 -2.93 -1.53  0.0932

Its HOMO energy (alpha / beta) is -15.19 / -15.65 eV. The calculation puts the HOMO-LUMO gap (alpha / beta) at 0.30281 / 0.32002 hartree. Its molecular weight is 818.89 g/mol. The net charge is +3. As for the spin multiplicity: 2.

---

Stability verdict: A, ahead by 0.0436 hartree

---

A:
Density functional theory data (ωB97M-V/def2-TZVPD) for a cluster of 2 separate species, C2H5N in total.

Each line ends with the Löwdin charge.
Geometry (Å):
C1 0.48 -0.14 -0.23  -0.2465
C2 -0.43 -0.29 0.92  -0.1037
N1 1.48 0.31 -0.65  0.1243
H1 -1.11 0.51 -2.39  -0.0283
H2 -1.43 -0.63 0.70  0.0708
H3 -0.46 0.58 1.55  0.0860
H4 -0.31 -1.01 1.63  0.0351
H5 1.79 0.67 -1.53  0.0623

Its HOMO energy (alpha / beta) is -6.46 / -9.63 eV. The calculation puts the HOMO-LUMO gap (alpha / beta) at 0.22674 / 0.38072 hartree. Its molecular weight is 43.07 g/mol. As for the spin multiplicity: 1.

---

B:
Density functional theory data (ωB97M-V/def2-TZVPD) for a cluster of 2 separate species, C2H5N in total.

Each line ends with the Löwdin charge.
Geometry (Å):
C1 -1.42 1.03 -0.22  -0.0210
C2 -1.72 0.01 0.34  -0.0411
H1 -1.13 1.94 -0.60  -0.0047
H2 -2.27 -0.94 0.39  0.0328
N1 1.34 -0.24 -0.13  0.0074
H3 1.33 -1.31 -0.23  0.0520
H4 2.33 -0.19 -0.37  0.0082
H5 1.53 -0.28 0.82  -0.0337

Its HOMO energy is -9.90 eV. The calculation puts the HOMO-LUMO gap at 0.40701 hartree. Its molecular weight is 43.07 g/mol. As for the SMILES: C#C.N. As for the spin multiplicity: 1.

---

C:
Density functional theory data (ωB97M-V/def2-TZVPD) for an isolated molecule of C2H5N.

Each line ends with the Löwdin charge.
Geometry (Å):
C1 -0.57 0.35 0.40  -0.2006
C2 0.59 0.16 -0.56  -0.2004
N1 -0.18 -0.99 -0.10  -0.0628
H1 -1.51 0.75 0.05  0.0742
H2 -0.49 0.67 1.47  0.1008
H3 1.69 0.26 -0.31  0.1103
H4 0.31 0.39 -1.60  0.0963
H5 0.16 -1.57 0.65  0.0823

Its HOMO energy is -9.30 eV. The calculation puts the HOMO-LUMO gap at 0.39043 hartree. Its molecular weight is 43.07 g/mol. As for the SMILES: C1CN1. As for the spin multiplicity: 1.

---

Stability verdict: C, ahead by 0.0496 hartree

---

A:
Density functional theory data (ωB97M-V/def2-TZVPD) for a cluster of 2 separate species, C6H14P in total.

Each line ends with the Löwdin charge.
Geometry (Å):
C1 -2.64 0.08 -0.24  -0.2114
C2 -2.05 -1.01 0.09  0.2888
C3 -4.03 0.44 -0.06  -0.0674
C4 1.07 0.57 -1.30  -0.2826
C5 2.08 0.96 1.51  -0.2604
C6 2.64 -1.40 -0.04  -0.2868
P1 1.26 -0.23 0.33  0.8545
H1 -2.06 0.79 -0.85  0.1361
H2 -1.40 -1.90 0.18  0.0741
H3 -4.58 0.26 -1.01  0.1202
H4 -4.14 1.39 0.47  0.1006
H5 -4.53 -0.27 0.61  0.0935
H6 1.03 1.64 -1.02  0.0515
H7 0.22 0.27 -1.90  0.0258
H8 1.95 0.20 -1.83  0.0385
H9 3.08 1.22 1.24  0.0416
H10 2.23 0.22 2.41  0.0803
H11 1.40 1.77 1.74  0.0345
H12 2.74 -1.87 0.97  0.0469
H13 3.47 -0.92 -0.59  0.0611
H14 2.27 -2.21 -0.73  0.0604

Its HOMO energy (alpha / beta) is -12.06 / -12.87 eV. The calculation puts the HOMO-LUMO gap (alpha / beta) at 0.18817 / 0.26641 hartree. Its molecular weight is 117.15 g/mol. The net charge is +1. As for the spin multiplicity: 1.

---

B:
Density functional theory data (ωB97M-V/def2-TZVPD) for a structure of composition C6H14P.

Each line ends with the Löwdin charge.
Geometry (Å):
C1 -2.15 -1.09 2.17  -0.0438
C2 -1.88 -1.16 0.93  -0.0760
C3 0.60 1.25 0.93  -0.1623
C4 2.26 0.14 -1.05  -0.1563
C5 -0.74 0.65 -1.77  -0.1374
C6 -0.04 -1.42 0.18  -0.1769
P1 0.52 0.18 -0.47  0.8637
H1 -3.27 -0.90 2.28  0.1027
H2 -1.60 -1.20 3.09  0.0786
H3 -2.63 -0.87 0.20  0.0751
H4 -0.14 1.71 1.44  0.0330
H5 1.25 2.06 0.58  0.0819
H6 1.16 0.79 1.65  0.0430
H7 2.66 1.11 -1.19  0.0471
H8 2.32 -0.45 -1.95  0.0569
H9 2.86 -0.33 -0.17  0.1064
H10 -0.66 1.67 -2.09  0.0548
H11 -1.66 0.64 -1.36  -0.0115
H12 -0.81 -0.14 -2.59  0.1069
H13 -0.17 -2.34 -0.39  0.0610
H14 0.72 -1.70 0.90  0.0529

Its HOMO energy is -14.41 eV. The calculation puts the HOMO-LUMO gap at 0.43113 hartree. Its molecular weight is 117.15 g/mol. The net charge is +1. As for the spin multiplicity: 1.

---

Stability verdict: B, ahead by 0.0837 hartree